# 1
55
Properties=species:S:1:pos:R:3 method="wB97M-V/def2-TZVPD" homo_lumo_gap_ev=3.31 charge=+3
Os 0.23633 -0.13687 -0.21842
O -5.29684 -2.72148 -0.09809
C -4.06219 -2.30180 -0.15643
C -2.94452 -3.13297 -0.37431
C -1.69590 -2.57366 -0.41668
N -1.50642 -1.24233 -0.26501
C -2.58568 -0.47968 -0.04570
Br -2.01205 1.32795 0.19595
C -3.86848 -0.91004 0.02140
H -5.39715 -3.67915 -0.22044
H -3.05719 -4.20159 -0.50122
H -0.81013 -3.17656 -0.56612
H -4.70670 -0.25044 0.20013
C 1.13275 -0.49984 4.14863
C 1.05802 -0.21924 2.69350
N 0.12000 -0.61396 1.88698
O -0.93132 -1.33449 2.35503
C 2.08874 0.60849 1.99214
C 3.27983 1.25662 2.57708
N 1.72699 0.62500 0.76778
O 1.95011 1.06091 -0.44122
H 0.69753 -1.46333 4.41992
H 0.62929 0.29163 4.71398
H 2.17431 -0.52083 4.46724
H -0.89317 -1.35457 3.32773
H 2.99929 1.80558 3.47785
H 3.73500 1.94219 1.86562
H 4.01024 0.49118 2.85370
C -2.16859 5.21499 -4.64679
C -1.00912 4.75497 -5.52100
N -0.29477 3.61513 -4.92922
C 1.05971 3.83432 -4.42442
C 1.08544 4.73280 -3.19591
C -0.87573 2.40756 -5.02232
O -1.89800 2.20543 -5.65262
C -0.29334 1.21397 -4.30204
C 0.00359 0.07073 -5.04584
C 0.41750 -1.08151 -4.38987
C 0.45936 -1.07821 -3.01184
N 0.11907 0.00774 -2.29159
C -0.22682 1.14823 -2.92634
H -2.65489 6.05462 -5.14276
H -1.82510 5.54573 -3.66679
H -2.90188 4.41784 -4.53503
H -0.27296 5.54715 -5.65220
H -1.37442 4.44401 -6.50036
H 1.62343 4.29950 -5.23684
H 1.52259 2.86942 -4.21908
H 0.68601 5.72095 -3.41776
H 2.11826 4.85461 -2.86968
H 0.50636 4.30487 -2.37317
H -0.09134 0.09133 -6.12444
H 0.68884 -1.97546 -4.93319
H 0.76715 -1.95843 -2.45621
H -0.46308 2.00112 -2.30384

***

# 2
51
Properties=species:S:1:pos:R:3 method="wB97M-V/def2-TZVPD" homo_lumo_gap_ev="6.81 / 6.79" charge=+2 spin_multiplicity=2
C -2.69227 1.19258 -5.42490
C -2.27707 0.84359 -4.04936
H -1.90018 1.79067 -5.90353
H -3.62283 1.79688 -5.34378
H -2.87326 0.26350 -6.00631
O -1.16631 0.98852 -3.51091
Cl -3.68602 0.30671 -3.06947
Ce -1.51155 0.74955 -0.95406
P 0.80423 -1.87703 -1.63043
C 2.59481 -1.96160 -1.73952
C 0.31151 -3.17886 -0.53396
H -0.98673 -1.90007 -3.28985
H 0.38926 -2.97625 -3.66644
H 0.51601 -1.20994 -3.93582
C 0.11109 -1.98301 -3.26618
H -0.76816 -3.15494 -0.35069
H 0.59243 -4.13150 -1.01555
H 2.89345 -2.92729 -2.19402
H 2.98423 -1.86670 -0.72188
H 0.82494 -3.08711 0.42676
H 2.94290 -1.11196 -2.33535
C 0.63452 -0.24142 -0.87696
O 1.44865 0.72805 -0.88009
Cl -2.75913 -1.43265 -0.31063
C -1.34729 -0.60028 3.11603
P -0.44026 -0.19343 1.61264
C -0.96933 1.55000 1.39466
C -0.07418 2.53303 0.88289
C -0.55503 3.84003 0.71662
C -1.84784 4.19395 1.09609
C -2.73195 3.21393 1.55458
C -2.34188 1.87127 1.62366
C 1.22663 -0.31688 2.32445
C 1.69058 -1.65277 2.48256
C 2.99643 -1.90206 2.92174
C 3.81904 -0.82814 3.30928
C 3.32987 0.48410 3.23218
C 2.01976 0.75861 2.77467
H -2.41865 -0.50941 2.97977
H -0.98703 0.13576 3.84115
H -1.06946 -1.59863 3.45128
H 0.98660 2.29212 0.73779
H 0.10618 4.61270 0.32379
H -2.16975 5.24253 1.06832
H -3.73523 3.49806 1.85419
H -3.05522 1.10309 1.94716
H 0.99788 -2.49827 2.31791
H 3.34714 -2.93553 2.98530
H 4.83575 -1.02322 3.66239
H 3.96769 1.32502 3.53078
H 1.61505 1.78472 2.84104

***

# 3
67
Properties=species:S:1:pos:R:3 method="wB97M-V/def2-TZVPD" homo_lumo_gap_ev=7.99 charge=0 e_above_lowest_ev=0.511
In -1.24990 0.03087 -1.88759
Cl 0.96522 -1.31042 -0.03732
C 1.07138 -2.74363 -1.01807
C 2.25805 -3.45512 -0.92855
C 2.40048 -4.64311 -1.61753
C 1.35678 -5.10867 -2.39855
C 0.18920 -4.37371 -2.50113
Cl -1.06446 -4.99936 -3.51290
C 0.00254 -3.15828 -1.81827
S -1.56446 -2.36608 -1.96339
H 3.05518 -3.07299 -0.30609
H 3.32072 -5.20614 -1.54520
H 1.43958 -6.03650 -2.94654
I -1.53245 4.55661 1.00592
C -1.68075 3.99958 -1.02713
I 0.01850 2.93448 -1.76097
H -1.75732 4.89439 -1.63023
H -2.53683 3.34220 -1.15380
N -4.10081 1.64974 -2.24981
C -3.14011 1.01220 -2.23999
F -0.80768 2.36214 -6.79018
C -0.90427 1.05563 -7.01054
F -1.90793 0.83165 -7.85068
F 0.22776 0.62606 -7.56280
S -1.23260 0.15689 -5.39646
O -1.33371 1.22098 -4.40559
O -2.32949 -0.71028 -5.64661
N 0.09558 -0.67643 -5.13162
S 1.17424 -0.00348 -4.23845
O 0.77402 0.04280 -2.80531
O 1.80028 1.20557 -4.67609
C 2.48630 -1.29397 -4.32734
F 2.00761 -2.50709 -4.11070
F 3.03415 -1.24624 -5.53379
F 3.41119 -1.01420 -3.41158
C -3.05463 1.82696 4.18140
C -3.66850 0.45125 4.43268
C -2.67395 -0.69349 4.63593
C -1.91496 -1.14089 3.39184
N -0.87629 -0.19262 2.99745
C -0.80756 0.48703 1.85505
S -2.04102 0.35694 0.66899
N 0.19502 1.34897 1.69371
C 1.23501 1.64322 2.66555
C 2.33398 0.58459 2.72900
C 3.26677 0.78739 3.91991
C 4.04410 2.09886 3.86803
H -3.82769 2.59515 4.21248
H -2.57711 1.89474 3.20468
H -2.31390 2.07169 4.94819
H -4.34082 0.19741 3.60829
H -4.29342 0.50851 5.32698
H -3.21697 -1.56748 5.00348
H -1.95922 -0.43141 5.42602
H -2.59240 -1.25942 2.54965
H -1.43686 -2.10656 3.56887
H -0.20066 0.03382 3.71187
H 0.15878 1.90197 0.85058
H 0.78343 1.79049 3.65542
H 1.64811 2.61107 2.38517
H 2.90581 0.61288 1.79714
H 1.88052 -0.40891 2.77524
H 3.96756 -0.04878 3.95915
H 2.68601 0.74123 4.84773
H 4.61838 2.17213 2.94235
H 4.74235 2.17089 4.70136
H 3.38414 2.96628 3.92069

***

# 4
57
Properties=species:S:1:pos:R:3 method="wB97M-V/def2-TZVPD" homo_lumo_gap_ev="8.82 / 4.79" charge=+2 e_above_lowest_ev=0.330 spin_multiplicity=5
Pd 0.25765 -0.48758 -1.51717
C 5.60585 -0.75138 4.13893
C 4.31515 -0.71558 3.41863
C 4.15085 -1.42088 2.21693
C 2.94405 -1.40178 1.54683
C 1.87995 -0.69968 2.09033
C 2.01155 0.03262 3.26293
C 3.22175 0.00562 3.92793
S 0.28335 -0.84268 1.32613
O 0.28675 -1.90838 0.32253
O -0.75475 -0.89838 2.29773
N 0.00395 0.45402 0.36033
C 0.38385 1.71092 0.07583
C 0.51735 2.78532 0.97373
C 0.77085 4.04012 0.45173
C 0.92255 4.19932 -0.92197
C 0.78805 3.08662 -1.75037
N 0.51415 1.88972 -1.26797
H 6.44435 -0.94368 3.47353
H 5.58475 -1.58018 4.85263
H 5.78405 0.14732 4.72373
H 4.96975 -1.99608 1.81273
H 2.79825 -1.97208 0.64353
H 1.16765 0.56542 3.67453
H 3.33095 0.53772 4.86103
H 0.38705 2.63002 2.03213
H 0.85025 4.89762 1.10593
H 1.14785 5.16042 -1.35187
H 0.89435 3.15922 -2.82257
F 2.62655 -2.55188 -1.85987
C 2.13655 -1.32098 -2.08577
F 2.98005 -0.40148 -1.50537
C 1.97595 -1.00938 -3.56397
F 0.88735 -1.69718 -4.00447
F 1.62415 0.29872 -3.66077
F 2.97835 -1.24488 -4.37307
C -6.05675 0.18632 -1.07647
Ge -4.09945 0.13752 -0.74047
C -3.24345 1.91692 -0.90687
C -3.72855 -0.86408 0.92013
C -3.59365 -0.90408 -2.50187
Se -1.78465 -1.32938 -2.88887
C -1.63335 -3.04208 -2.00457
H -6.52285 0.79142 -0.30517
H -6.47215 -0.81588 -1.03187
H -6.27055 0.62012 -2.04787
H -3.51245 2.51742 -0.04037
H -3.60235 2.42932 -1.79647
H -2.15805 1.83742 -0.95557
H -4.21875 -0.30558 1.71653
H -2.67415 -0.94008 1.16873
H -4.17345 -1.85498 0.88733
H -3.94775 -0.23998 -3.29317
H -4.20535 -1.80678 -2.48817
H -1.78245 -2.91118 -0.93167
H -0.62995 -3.43348 -2.17897
H -2.36105 -3.74578 -2.40917